C36H28IIrN2O2P as an isolated structure. Source: OMol25; level of theory: the ωB97M-V functional and the def2-TZVPD basis.

```
71
Properties=species:S:1:pos:R:3:lowdin_charge:R:1
Ir -0.22570 -0.15603 0.38129 0.846
C -0.81115 -0.06885 -4.69256 0.015
C 0.57139 0.11490 -4.18115 -0.201
N 1.56219 0.27071 -5.02424 0.143
C 2.77347 0.58040 -4.57119 -0.028
C 3.06312 0.84398 -3.22500 -0.103
C 4.47129 1.25963 -2.84819 -0.193
O 4.53584 2.50908 -2.17852 -0.047
C 2.06881 0.62348 -2.27119 -0.028
C 2.39891 0.86506 -0.88418 -0.047
N 1.83156 0.43264 0.20764 -0.071
C 2.54937 0.65413 1.41192 -0.299
C 3.93743 0.88854 1.39076 -0.015
C 4.66061 1.18705 2.52610 -0.053
C 4.03508 1.22398 3.76192 -0.057
C 2.69159 0.90267 3.83576 -0.159
C 1.97388 0.61666 2.68619 -0.556
I -0.03658 -0.00085 3.07682 1.043
C 0.78064 0.18451 -2.74306 -0.259
O -0.18175 -0.07576 -1.98629 -0.055
H -0.79365 -0.16929 -5.77398 0.092
H -1.42726 0.79032 -4.41498 0.105
H -1.26835 -0.94386 -4.23162 0.080
H 3.55654 0.62783 -5.32059 0.130
H 5.09006 1.26366 -3.74850 0.126
H 4.90081 0.53055 -2.15907 0.131
H 4.36765 3.22289 -2.80214 0.108
H 3.25860 1.51198 -0.76453 0.101
H 4.46874 0.80173 0.45380 0.107
H 5.72201 1.37696 2.44259 0.117
H 4.58282 1.46643 4.66181 0.117
H 2.19371 0.85877 4.79428 0.091
C -4.09558 -4.68468 2.49614 -0.070
C -4.17126 -3.30786 2.66602 -0.070
C -3.49250 -2.46717 1.80183 -0.097
C -2.74099 -2.99798 0.75181 -0.351
C -2.66002 -4.37869 0.59010 -0.073
C -3.34516 -5.21606 1.45888 -0.068
P -1.83590 -1.83796 -0.30800 0.980
C -1.26300 -2.88037 -1.68875 -0.378
C -2.11181 -3.38686 -2.66846 -0.083
C -1.60379 -4.19663 -3.67495 -0.067
C -0.25101 -4.49681 -3.71567 -0.069
C 0.59905 -4.00863 -2.73148 -0.069
C 0.09145 -3.21150 -1.71790 -0.115
C -3.13848 -0.68210 -0.85891 -0.300
C -4.34927 -1.12577 -1.33294 -0.078
C -5.34122 -0.21140 -1.72675 -0.058
C -5.11234 1.13370 -1.64026 -0.015
C -3.89141 1.63245 -1.13019 -0.161
C -3.64485 3.02055 -1.01112 -0.030
C -2.48199 3.48207 -0.46193 -0.073
C -1.51295 2.57143 0.01597 -0.121
C -1.70802 1.21998 -0.10441 -0.305
C -2.89180 0.71164 -0.70924 -0.211
H -4.62057 -5.34224 3.17632 0.109
H -4.75967 -2.89266 3.47379 0.110
H -3.55001 -1.39100 1.92852 0.108
H -2.07191 -4.80276 -0.21291 0.103
H -3.29114 -6.28858 1.32532 0.110
H -3.16694 -3.14666 -2.65698 0.097
H -2.26800 -4.58694 -4.43515 0.111
H 0.14407 -5.11535 -4.51100 0.110
H 1.65468 -4.24782 -2.75306 0.108
H 0.74608 -2.82557 -0.94426 0.087
H -4.55866 -2.18778 -1.38497 0.105
H -6.29043 -0.58145 -2.09149 0.110
H -5.88005 1.83767 -1.93903 0.119
H -4.39943 3.71743 -1.35554 0.116
H -2.29766 4.54570 -0.37981 0.107
H -0.61282 2.96863 0.47347 0.091
```

As for the HOMO energy (alpha / beta): -8.912 / -10.321 eV. For the maximum force, the calculation gives 0.0204 hartree/bohr. The orbital gap (alpha / beta) comes out at 5.1 / 4.7 eV. Its spin multiplicity is 5. As for the expectation value of S²: 6.05. As for the charge: +1.



C39H31N7O4PSZr as an isolated structure. Source: OMol25; level of theory: the ωB97M-V functional and the def2-TZVPD basis.

```
84
Properties=species:S:1:pos:R:3:lowdin_charge:R:1
Zr -0.12255 0.33634 1.67681 1.545
N 0.35456 0.70108 6.28703 0.087
C -0.11155 0.62466 5.02696 -0.840
S 0.95859 1.22931 3.79298 0.669
N -1.30502 0.13230 4.85784 -0.005
N -1.67286 0.07922 3.52929 -0.114
C -2.93551 0.05341 3.35803 -0.017
C -3.56218 -0.15135 2.00257 -0.387
C -4.79877 -0.97734 2.13782 0.011
C -5.00100 -2.03188 1.35526 -0.043
C -4.03033 -2.39466 0.32776 -0.037
C -2.92308 -1.67771 0.16196 -0.087
N -2.55571 -0.60097 1.01024 0.021
H 1.20376 1.20348 6.46859 0.086
H -0.28741 0.53822 7.04557 0.110
H -3.58339 0.13070 4.22828 0.144
H -5.51270 -0.67519 2.89313 0.125
H -5.90103 -2.62250 1.46192 0.115
H -4.21400 -3.23563 -0.32468 0.113
H -2.21038 -1.91218 -0.61220 0.086
O 1.20172 4.34521 0.12626 0.088
C 2.51066 4.10802 -0.05496 -0.266
C 3.28266 5.17400 -0.51695 -0.005
C 4.63014 5.01372 -0.75283 -0.056
C 5.25400 3.78278 -0.53323 -0.078
C 4.50388 2.72636 -0.07563 -0.024
C 3.12789 2.86288 0.17138 -0.090
C 2.37640 1.70799 0.62755 -0.401
O 1.09485 1.84281 0.87440 -0.304
N 2.97026 0.54451 0.79969 0.102
N 2.06507 -0.35790 1.23594 -0.130
C 2.45656 -1.54567 1.50813 -0.054
C 1.45176 -2.46876 2.00919 -0.265
C 1.74440 -3.79525 2.27965 0.006
C 0.73211 -4.63364 2.71706 -0.020
C -0.54453 -4.11942 2.87839 -0.019
C -0.75950 -2.78223 2.60385 -0.108
N 0.20600 -1.96347 2.17194 -0.006
H 0.78620 3.54064 0.48229 0.082
H 2.78971 6.12297 -0.68059 0.125
H 5.20858 5.85653 -1.10870 0.111
H 6.31281 3.66430 -0.71499 0.105
H 4.95800 1.76183 0.10233 0.113
H 3.49204 -1.84599 1.38765 0.142
H 2.75287 -4.16000 2.14280 0.127
H 0.93962 -5.67353 2.93083 0.123
H -1.36546 -4.73264 3.21978 0.119
H -1.73924 -2.34544 2.73077 0.100
O -3.78423 1.08705 1.29633 0.079
C -2.63343 0.83718 0.48611 -0.548
O -1.55404 1.51724 0.92472 -0.245
C -2.81009 0.97128 -1.00090 -0.127
C -3.98979 1.49717 -1.49858 0.010
C -4.14772 1.68922 -2.86328 -0.042
C -3.11849 1.35386 -3.72826 -0.050
C -1.93921 0.82067 -3.22806 -0.076
C -1.75912 0.61285 -1.86246 -0.269
P -0.20331 -0.15007 -1.23657 1.119
C -0.08236 -1.79894 -2.02059 -0.362
C -0.05275 -1.97207 -3.40521 -0.073
C 0.08244 -3.23634 -3.95256 -0.056
C 0.20145 -4.34898 -3.12857 -0.064
C 0.18092 -4.18948 -1.75287 -0.065
C 0.04265 -2.91993 -1.20585 -0.114
C 1.08382 0.81020 -2.09153 -0.364
C 0.89157 2.16474 -2.36495 -0.086
C 1.90091 2.90619 -2.95829 -0.063
C 3.11625 2.30974 -3.26401 -0.065
C 3.32071 0.96855 -2.97385 -0.064
C 2.30933 0.21867 -2.39234 -0.093
H -4.77840 1.76093 -0.80706 0.126
H -5.06991 2.10460 -3.24663 0.114
H -3.22555 1.50900 -4.79338 0.113
H -1.13873 0.59435 -3.91960 0.097
H -0.12167 -1.11955 -4.06683 0.098
H 0.10191 -3.35396 -5.02781 0.113
H 0.31386 -5.33435 -3.56068 0.111
H 0.27303 -5.04868 -1.10090 0.107
H 0.00707 -2.80963 -0.13416 0.067
H -0.04198 2.64800 -2.10808 0.118
H 1.73954 3.95500 -3.16857 0.119
H 3.90668 2.89158 -3.71924 0.113
H 4.27099 0.50313 -3.19985 0.112
H 2.47874 -0.82912 -2.17280 0.109
```

As for the HOMO energy: -10.425 eV. For the maximum force, the calculation gives 0.0139 hartree/bohr. The orbital gap comes out at 6.6 eV. As for the charge: +1.



A 2-piece molecular cluster, C6H5BrNO2 overall. Source: OMol25; level of theory: the ωB97M-V functional and the def2-TZVPD basis.

```
15
Properties=species:S:1:pos:R:3:lowdin_charge:R:1
C -0.85337 -1.64866 1.67126 0.025
C -1.51864 -2.64954 1.83700 -0.802
C 1.36174 1.59888 1.03269 -0.701
C -0.64728 -0.08872 -1.16546 -0.196
C -0.29948 0.67283 -2.43125 -0.032
C 0.39021 0.90194 -1.24289 -0.262
N 1.36916 1.46730 -0.45527 0.136
O 2.21115 2.43364 1.36353 -0.036
O 0.48337 0.89520 1.58188 -0.065
Br -2.22665 -4.22803 2.20761 0.705
H -1.44227 0.13681 -0.60162 0.030
H -0.22311 -1.10006 -0.95047 0.097
H -0.48406 -0.68274 1.37066 -0.011
H -0.09029 0.19913 -3.37674 0.039
H 1.96953 2.09203 -0.84093 0.073
```

As for the HOMO energy: -4.337 eV. For the maximum force, the calculation gives 0.0892 hartree/bohr. The orbital gap comes out at 6.9 eV. As for the charge: -1.